{
  "formula": "C39H48N6O3",
  "method": "ωB97M-V with the def2-TZVPD basis set",
  "spin_multiplicity": 1,
  "charge": 0,
  "smiles": "c1ccncc1.c1ccncc1.c1ccncc1.c1ccncc1.c1ccncc1.c1ccncc1.CC(C)=O.CC(C)=O.CC(C)=O",
  "max_force_ha_per_bohr": 0.065,
  "lumo_energy_ev": 0.23,
  "energy_ha": -2069.00055,
  "species": ["C", "C", "C", "N", "C", "C", "H", "H", "H", "H", "H", "C", "C", "C", "N", "C", "C", "H", "H", "H", "H", "H", "C", "C", "C", "N", "C", "C", "H", "H", "H", "H", "H", "C", "C", "C", "N", "C", "C", "H", "H", "H", "H", "H", "C", "C", "C", "N", "C", "C", "H", "H", "H", "H", "H", "C", "C", "C", "N", "C", "C", "H", "H", "H", "H", "H", "C", "C", "C", "O", "H", "H", "H", "H", "H", "H", "C", "C", "C", "O", "H", "H", "H", "H", "H", "H", "C", "C", "C", "O", "H", "H", "H", "H", "H", "H"],
  "coordinates": [[-6.39312, -4.72338, -1.65926], [-5.49968, -5.84248, -1.45634], [-5.61675, -6.48516, -0.20494], [-6.54272, -6.28424, 0.75726], [-7.39966, -5.24667, 0.48295], [-7.33378, -4.43497, -0.65135], [-6.27403, -4.15657, -2.57083], [-4.82625, -6.10968, -2.25728], [-4.90378, -7.26664, 0.01265], [-8.09156, -4.94689, 1.25612], [-8.00809, -3.60071, -0.77665], [-5.52955, -0.64476, 5.21440], [-6.02149, 0.43605, 4.46329], [-6.63219, 1.49165, 5.14118], [-6.76210, 1.51566, 6.50918], [-6.23724, 0.44872, 7.22403], [-5.59626, -0.62709, 6.62831], [-5.23799, -1.50053, 4.62359], [-6.11071, 0.35530, 3.39002], [-7.03727, 2.36763, 4.65645], [-6.30354, 0.43256, 8.30187], [-5.30619, -1.45374, 7.25991], [2.90502, 0.07575, 6.57693], [2.22269, -0.06389, 7.78985], [2.21514, 0.97425, 8.68743], [2.75327, 2.21782, 8.43892], [3.38101, 2.33702, 7.26970], [3.50313, 1.31443, 6.32101], [3.03348, -0.76698, 5.91384], [1.74974, -0.99816, 8.05418], [1.66556, 0.81807, 9.60394], [3.81987, 3.30762, 7.09152], [4.03051, 1.48559, 5.39422], [6.85947, 3.61194, -2.88198], [7.16371, 2.63335, -1.94439], [7.16583, 2.96952, -0.57754], [6.74522, 4.17407, -0.14352], [6.45959, 5.12743, -1.09136], [6.37766, 4.85972, -2.45951], [6.91401, 3.45458, -3.94906], [7.54182, 1.70047, -2.33574], [7.51423, 2.20065, 0.09615], [6.05066, 6.06386, -0.74168], [6.11828, 5.64143, -3.15813], [4.77056, -9.77657, -1.63247], [3.56773, -9.09635, -1.28107], [2.98570, -9.38783, -0.03571], [3.54646, -10.23408, 0.82658], [4.67785, -10.95475, 0.46056], [5.34970, -10.70616, -0.77379], [5.26241, -9.74113, -2.59331], [3.16164, -8.37273, -1.97235], [2.09094, -8.90965, 0.33463], [5.04798, -11.60747, 1.23732], [6.25163, -11.24188, -1.03055], [0.05253, 7.60804, -5.75822], [-0.84248, 8.63255, -5.95611], [-2.20895, 8.31346, -6.25391], [-2.65480, 7.06438, -6.39182], [-1.74256, 6.06583, -6.22174], [-0.39148, 6.26585, -5.85371], [1.02878, 7.79263, -5.33483], [-0.59726, 9.67966, -5.85689], [-2.99440, 9.04818, -6.35222], [-2.08627, 5.05801, -6.40220], [0.26118, 5.42385, -5.67631], [0.65072, 6.14373, 2.41213], [-0.69897, 5.55213, 2.73082], [-1.40093, 5.75760, 4.06211], [-1.21222, 4.88407, 1.82752], [0.52144, 6.99081, 1.73845], [1.29344, 5.40947, 1.92647], [1.00130, 6.61111, 3.33231], [-2.17206, 6.51674, 3.93104], [-0.70783, 6.00223, 4.86702], [-1.89079, 4.81454, 4.30457], [0.22662, -0.77474, -7.57737], [-0.81002, -1.73850, -6.87575], [-0.52258, -3.22378, -7.03949], [-1.77707, -1.29642, -6.22675], [1.05087, -0.73338, -6.86533], [-0.05737, 0.27344, -7.67094], [0.55583, -1.03719, -8.58277], [-0.37699, -3.64132, -8.03577], [-1.22309, -3.87472, -6.51636], [0.41681, -3.30089, -6.49204], [-0.80077, -0.91460, 0.04485], [0.60457, -1.32223, -0.43367], [1.48680, -0.23213, -1.13239], [1.06568, -2.43919, -0.18625], [-1.57696, -1.67229, -0.06253], [-1.05541, 0.00456, -0.48277], [-0.76616, -0.57819, 1.08106], [2.32391, -0.70840, -1.64278], [1.90514, 0.41938, -0.36516], [0.88322, 0.32170, -1.85148]],
  "forces_ev_per_a": [[0.993, -1.949, 1.020], [-2.401, 2.100, 1.011], [0.010, -0.506, -0.525], [-0.381, 1.932, -1.580], [1.246, -0.353, 0.041], [0.818, -0.589, -0.759], [-0.326, 0.202, 0.010], [0.284, -0.200, 0.369], [0.045, -0.240, 0.110], [-0.205, -0.412, 0.167], [-0.080, 0.025, 0.138], [-0.651, 0.558, 0.113], [-0.512, -0.475, 1.047], [0.304, -0.436, 2.418], [1.037, -1.494, -0.339], [-0.252, 1.306, -1.844], [-0.542, 0.312, -1.330], [0.441, -0.244, 0.374], [0.347, 0.163, -0.094], [-0.080, -0.064, -0.237], [-0.363, 0.480, 0.089], [0.279, -0.107, -0.204], [0.381, 0.879, 0.564], [0.554, -0.323, -0.542], [0.009, 1.609, -0.486], [-0.400, -1.891, 0.086], [-0.207, -0.268, 0.200], [-0.475, -0.569, 0.205], [-0.169, 0.063, -0.198], [-0.036, -0.062, 0.009], [0.150, 0.375, 0.303], [0.086, 0.122, -0.158], [0.105, 0.067, 0.009], [-1.007, 0.604, 0.200], [0.702, 0.884, -0.289], [-0.771, 0.712, -1.395], [0.791, 0.390, -1.022], [-1.238, -1.825, 0.351], [1.476, -0.465, 0.857], [0.061, -0.424, -0.050], [-0.036, -0.276, 0.397], [-0.229, 0.252, 0.602], [0.321, 0.159, 0.382], [-0.078, -0.015, -0.031], [-0.831, -0.302, 0.512], [1.272, -0.944, -0.046], [1.338, -0.101, -0.426], [1.475, -1.733, -0.524], [-1.136, 2.521, -0.743], [-1.582, -0.193, 1.810], [-0.266, 0.782, -0.248], [-0.230, -0.017, 0.072], [-0.132, 0.196, -0.217], [0.093, -0.183, -0.138], [0.000, -0.024, -0.048], [-0.389, -1.195, 0.832], [-1.952, -0.050, -0.420], [1.167, -0.787, 0.260], [1.279, -0.597, 0.160], [0.762, 0.864, 0.101], [-1.421, 1.208, -0.682], [0.269, 0.186, -0.395], [0.269, -0.018, 0.060], [0.238, 0.437, -0.034], [-0.245, -0.076, 0.121], [0.021, 0.025, -0.003], [-0.471, 0.915, 1.010], [-0.594, -1.291, -2.308], [0.361, -0.472, -0.381], [0.160, 0.739, 1.622], [-0.189, -0.117, -0.286], [0.047, 0.116, 0.360], [0.850, -0.341, -0.075], [0.079, 0.104, 0.151], [-0.119, 0.237, -0.086], [-0.117, 0.089, -0.005], [-0.599, -0.080, 0.901], [-2.220, 1.684, -0.484], [0.163, 0.124, 0.953], [2.658, -1.190, -1.466], [0.478, -0.257, -0.264], [-0.775, -0.174, 0.336], [0.092, -0.682, 0.279], [0.076, 0.616, -0.147], [-0.237, 0.396, 0.029], [0.366, -0.439, -0.126], [0.711, 0.830, -0.533], [0.962, -1.288, 0.736], [-0.743, -1.166, 0.308], [-0.844, 1.898, -0.638], [0.328, -0.065, -0.084], [-0.410, -0.144, -0.222], [0.235, -0.348, 0.214], [-0.130, -0.109, 0.069], [-0.218, 0.198, -0.006], [0.103, 0.204, 0.148]],
  "mulliken_charge": [-0.220, -0.368, -0.139, -0.535, -0.184, -0.341, 0.376, 0.362, 0.354, 0.348, 0.348, -0.162, -0.385, -0.181, -0.552, -0.129, -0.377, 0.356, 0.359, 0.381, 0.338, 0.350, -0.282, -0.275, -0.181, -0.544, -0.168, -0.326, 0.382, 0.341, 0.332, 0.370, 0.352, -0.210, -0.342, -0.148, -0.532, -0.198, -0.332, 0.352, 0.351, 0.362, 0.340, 0.356, -0.178, -0.379, -0.176, -0.532, -0.211, -0.325, 0.343, 0.347, 0.384, 0.367, 0.361, -0.286, -0.334, -0.144, -0.535, -0.196, -0.300, 0.355, 0.343, 0.375, 0.369, 0.353, -0.909, 0.698, -0.958, -0.572, 0.267, 0.297, 0.281, 0.261, 0.329, 0.306, -1.016, 0.749, -0.989, -0.552, 0.277, 0.311, 0.322, 0.327, 0.295, 0.276, -0.964, 0.736, -0.991, -0.557, 0.310, 0.300, 0.271, 0.301, 0.269, 0.326]
}



{
  "formula": "C4H10BrN2",
  "method": "ωB97M-V with the def2-TZVPD basis set",
  "spin_multiplicity": 1,
  "charge": 1,
  "smiles": "CC(C)/[NH+]=C(/N)Br",
  "max_force_ha_per_bohr": 0.057,
  "lumo_energy_ev": -3.80,
  "energy_ha": -2841.66924,
  "species": ["C", "C", "C", "N", "C", "N", "Br", "H", "H", "H", "H", "H", "H", "H", "H", "H", "H"],
  "coordinates": [[0.49009, -1.38903, 0.94227], [0.34961, -0.71727, -0.39161], [1.76589, -0.47417, -0.90177], [-0.24292, 0.62051, -0.17240], [-1.49837, 0.88464, 0.04618], [-1.97556, 2.17746, 0.21136], [-2.71779, -0.55399, -0.00979], [-0.43358, -1.25020, 1.46087], [0.63324, -2.41991, 0.95536], [1.34372, -0.96318, 1.30861], [-0.31182, -1.10654, -1.10822], [2.43181, 0.12399, -0.21111], [1.84431, -0.08803, -1.99395], [2.09485, -1.46370, -0.81153], [0.54689, 1.29612, -0.20551], [-1.38226, 2.97560, 0.28431], [-2.93810, 2.34772, 0.59694]],
  "forces_ev_per_a": [[-2.366, 0.025, -1.088], [0.896, 1.551, 0.220], [-0.108, 1.339, -1.668], [0.702, 0.858, 0.211], [-0.442, 2.474, 0.030], [-1.410, -2.540, 0.511], [0.187, 0.855, 0.158], [-0.171, 0.344, 1.067], [0.356, -1.891, -0.642], [1.778, 1.169, 2.039], [-0.361, -1.414, -1.002], [-1.007, -0.372, -0.648], [-0.117, -0.705, 1.932], [1.432, -1.414, -0.586], [-1.534, 0.187, 0.307], [0.736, 0.180, -0.059], [1.428, -0.646, -0.782]],
  "mulliken_charge": [-1.092, -0.184, -1.571, -0.175, 0.686, -0.414, -0.004, 0.413, 0.357, 0.361, 0.564, 0.447, 0.357, 0.433, 0.329, 0.226, 0.266]
}



Result set for energy relative to the best compared isomer or geometry (same formula, charge and spin): 66.7, 16.0 kcal/mol, one per record in the order listed.